15
Properties=species:S:1:pos:R:3 method="wB97M-V/def2-TZVPD" total_charge=0 e_above_lowest_kj_mol=60.6 smiles=CCc1cnc[nH]1 lumo_ev=0.9 homo_energy_ev=-8.4
C -2.3715 -1.1651 0.4605
C -1.5566 -0.3368 -0.5425
C -0.1341 -0.0647 -0.1969
C 1.0612 -0.6714 -0.5138
N 2.0992 0.1912 -0.2693
C 1.6053 1.1381 0.4785
N 0.2462 1.0471 0.5212
H -2.5130 -2.2042 0.1783
H -1.9021 -1.0978 1.4392
H -3.3685 -0.7449 0.6103
H -2.0665 0.6234 -0.6827
H -1.5730 -0.7255 -1.5622
H 1.1815 -1.7377 -0.6304
H 2.1279 2.0021 0.8552
H -0.3976 1.7893 0.7470

39
Properties=species:S:1:pos:R:3 method="wB97M-V/def2-TZVPD" total_charge=0 e_above_lowest_kj_mol=74.6 smiles="C=C(C)CCC(=O)O.O.O.O.O.O.O.O" lumo_ev=0.1 homo_energy_ev=-9.8
C -0.6710 -1.1351 3.3711
C -0.1098 -1.3678 2.1897
C -0.7573 -2.0046 0.9911
C 1.4253 -1.0685 1.9634
C 1.7401 0.2477 1.2244
C 1.0088 0.3937 -0.0311
O 0.0344 1.1139 -0.0871
O 1.3687 -0.4820 -0.9789
H -1.6506 -1.4740 3.6503
H -0.0064 -0.7790 4.1735
H -0.7217 -1.2291 0.1809
H -0.3205 -2.9383 0.6569
H -1.8234 -2.2563 1.0879
H 1.8868 -1.9475 1.5010
H 1.9559 -1.1390 2.9431
H 2.8346 -0.1064 0.9657
H 1.9192 1.1639 1.7887
H 1.0827 -0.5449 -1.9149
O -1.2509 -0.3320 -3.4394
H -2.0435 -0.8735 -3.3846
H -1.1684 -0.0781 -4.3582
O 2.3312 2.8731 -0.1181
H 2.1127 3.2854 0.7428
H 1.4649 2.6759 -0.4972
O -3.6252 0.5855 1.5006
H -3.2094 0.4029 2.3543
H -2.9715 1.1850 1.1535
O -2.4920 -2.9896 -2.2061
H -1.8840 -3.7501 -2.0724
H -2.3716 -2.8256 -1.2522
O 0.0485 2.6046 -2.3228
H -0.5401 1.8400 -2.4198
H -0.5070 3.4102 -2.5357
O -2.0380 3.0323 0.9707
H -2.5285 3.6626 0.4538
H -1.3025 2.5597 0.5894
O 4.0198 -2.1701 -0.8551
H 3.5463 -2.3911 -1.6667
H 3.2142 -1.8866 -0.3948

103
Properties=species:S:1:pos:R:3 method="wB97M-V/def2-TZVPD" total_charge=0 e_above_lowest_kj_mol=408.6 smiles="C=CCB1OBOB(P(O)I)O1.CCOC(C)=O.CCOC(C)=O.CCOC(C)=O.CCOC(C)=O.CCOC(C)=O.CCOC(C)=O" lumo_ev=-0.2 homo_energy_ev=-8.6
C 3.1190 3.5049 5.5525
C 2.3477 2.4924 4.7743
C 0.9667 1.7371 5.3397
B 1.4966 0.3097 6.0005
O 0.9302 -1.0370 5.6371
B 2.0564 -1.6454 4.8447
O 3.4566 -1.2111 5.0219
B 3.6676 -0.5178 6.3127
P 5.3509 -0.5820 7.3023
O 6.0734 0.9998 7.0927
I 4.6816 -0.8672 9.6550
O 2.6138 0.3377 6.9644
H 3.8907 4.2437 5.0618
H 2.9292 3.5891 6.7171
H 2.7024 2.1208 3.7043
H 0.3909 2.3977 6.1155
H 0.2349 1.5116 4.4527
H 1.8522 -2.4620 4.0078
H 5.3772 1.6974 7.3388
C -0.2088 -4.7825 0.2679
C -0.5589 -3.5527 1.0807
O 0.6298 -2.8581 1.5003
C 1.2772 -1.9270 0.7599
C 0.9469 -1.8103 -0.6987
O 2.1706 -1.2488 1.2586
H 0.3183 -4.5185 -0.6529
H -1.1117 -5.3395 0.0023
H 0.4571 -5.4402 0.8362
H -1.2448 -2.8810 0.5555
H -1.0745 -3.8633 1.9964
H 1.6160 -2.4563 -1.2726
H 1.1002 -0.7706 -1.0050
H -0.0890 -2.0465 -0.9351
C -4.1801 1.3215 -2.9225
C -3.5260 0.5527 -1.7926
O -3.4142 -0.8448 -2.1186
C -2.3849 -1.3929 -2.8073
C -1.4505 -0.4840 -3.5497
O -2.2691 -2.6126 -2.8841
H -3.5811 1.2795 -3.8362
H -4.3173 2.3708 -2.6466
H -5.1568 0.8896 -3.1643
H -2.5565 0.9702 -1.5039
H -4.1630 0.6122 -0.9029
H -1.8138 -0.3504 -4.5717
H -0.4621 -0.9537 -3.5776
H -1.3120 0.4861 -3.0759
C 4.7465 1.1127 -5.2272
C 3.7950 -0.0581 -5.0868
O 2.6741 0.2874 -4.2525
C 1.5419 0.8842 -4.6953
C 1.5442 1.5103 -6.0586
O 0.5617 0.9772 -3.9622
H 4.2661 1.9639 -5.7172
H 5.6255 0.8276 -5.8120
H 5.0753 1.4590 -4.2419
H 3.4627 -0.4499 -6.0530
H 4.3126 -0.8820 -4.5830
H 1.8370 2.5596 -5.9728
H 0.5300 1.4519 -6.4667
H 2.1887 1.0030 -6.7742
C -2.4647 -2.3580 3.9694
C -2.2405 -1.3203 5.0505
O -3.3573 -0.4163 5.1350
C -4.4715 -0.6384 5.8721
C -4.7245 -2.0215 6.3952
O -5.2937 0.2575 6.0398
H -3.3342 -2.9839 4.1879
H -1.5891 -3.0053 3.8683
H -2.6579 -1.8727 3.0072
H -2.0188 -1.7669 6.0246
H -1.3690 -0.7107 4.7867
H -5.3240 -2.5771 5.6698
H -5.2813 -1.9387 7.3341
H -3.8174 -2.5760 6.6285
C 8.0728 6.4130 -4.0251
C 7.0283 6.6235 -5.1022
O 6.5000 5.3650 -5.5592
C 5.4665 4.7096 -4.9791
C 5.0252 5.1312 -3.6087
O 4.9562 3.7407 -5.5337
H 7.6456 5.9342 -3.1397
H 8.5139 7.3672 -3.7235
H 8.8692 5.7549 -4.3875
H 6.2263 7.2977 -4.7863
H 7.5003 7.0943 -5.9719
H 5.5671 4.5478 -2.8601
H 3.9532 4.9304 -3.5145
H 5.1529 6.1943 -3.4134
C -8.9689 -3.1351 -1.6366
C -8.3199 -3.2530 -0.2726
O -7.2829 -4.2511 -0.2812
C -5.9977 -4.0206 -0.6407
C -5.6702 -2.7487 -1.3658
O -5.1360 -4.8726 -0.4451
H -8.2524 -2.8085 -2.3953
H -9.7952 -2.4192 -1.6102
H -9.3542 -4.1067 -1.9626
H -7.9438 -2.2953 0.1000
H -9.0686 -3.5918 0.4523
H -5.7413 -2.9193 -2.4429
H -4.6442 -2.4623 -1.1136
H -6.2986 -1.9065 -1.0818

8
Properties=species:S:1:pos:R:3 method="wB97M-V/def2-TZVPD" total_charge=0 e_above_lowest_kj_mol=413.7 lumo_ev="-1.4 / -2.7" homo_energy_ev="-10.5 / -10.5"
C 0.5701 -0.4767 0.3200
C -0.6151 0.1747 -0.4290
N 0.3190 -0.8438 -1.0085
Cl 2.0367 0.1169 -2.6581
H 1.5543 -0.1080 0.5744
H 0.4271 -1.2834 1.0579
H -1.6546 -0.2826 -0.0816
H -0.6568 1.2315 -0.6640

14
Properties=species:S:1:pos:R:3 method="wB97M-V/def2-TZVPD" total_charge=0 lumo_ev=-0.4 homo_energy_ev=-8.0
Na -0.0918 0.1752 -0.4375
Cl -0.3018 -2.4586 -1.3133
C 1.3946 -2.4187 -1.8529
Cl 2.2772 -0.9552 -1.3526
H 1.3928 -2.4436 -2.9348
H 1.8963 -3.2673 -1.4065
N -0.2538 0.4356 1.9804
N -0.9537 1.6398 2.1251
C -1.3881 2.4162 1.0135
O -1.9885 3.4448 1.3062
O -1.1041 1.9544 -0.1309
H -0.7642 -0.3285 2.4134
H 0.6586 0.4966 2.4227
H -1.1652 1.9875 3.0447

133
Properties=species:S:1:pos:R:3 method="wB97M-V/def2-TZVPD" total_charge=-1 lumo_ev=2.1 homo_energy_ev=-4.5
C 2.3602 1.1536 4.4912
C 1.6084 0.0195 3.7552
C 0.3633 0.5055 3.0169
C -0.1969 -0.5332 2.0429
B -1.7926 -0.3255 1.6233
C -2.1327 -1.3251 0.3611
N -1.4801 -0.9631 -0.9177
C -1.9819 1.2842 1.2042
C -3.1760 1.6110 0.3054
C -3.4938 3.1285 0.2736
C -3.4967 3.7436 -1.1364
C -2.5535 4.9554 -1.2780
C -1.5438 4.7910 -2.4198
C -0.1119 4.5958 -1.8955
C 0.7964 3.9446 -2.9375
O 1.3651 2.7039 -2.5088
C 0.4390 1.7851 -2.1458
C 0.9875 0.6911 -1.2752
O -0.7242 1.8474 -2.4956
C -2.7701 -0.5869 2.9261
C -3.1837 -2.0573 3.1657
C -3.0481 -2.5869 4.5667
O -3.7046 -3.5411 4.9961
O -2.1324 -1.9831 5.3527
H 2.4525 0.9574 5.5576
H 1.8215 2.0927 4.3740
H 3.3502 1.3084 4.0755
H 2.2827 -0.4260 3.0249
H 1.3383 -0.7490 4.4767
H -0.3837 0.8117 3.7523
H 0.6386 1.4060 2.4656
H 0.3798 -0.4358 1.1114
H 0.0031 -1.5465 2.4105
H -3.2131 -1.4146 0.2058
H -1.7855 -2.3346 0.6224
H -2.1466 -0.6621 -1.6065
H -0.8145 -0.2174 -0.7804
H -2.1050 1.8494 2.1357
H -1.0691 1.6654 0.7289
H -2.9075 1.3312 -0.7097
H -4.0593 1.0514 0.6082
H -2.7461 3.6527 0.8641
H -4.4472 3.3260 0.7665
H -4.4989 4.0351 -1.4473
H -3.1734 2.9928 -1.8547
H -3.1471 5.8515 -1.4581
H -2.0054 5.1136 -0.3528
H -1.5515 5.6360 -3.1084
H -1.7767 3.9059 -3.0086
H -0.1337 4.0275 -0.9699
H 0.2775 5.5872 -1.6680
H 1.6424 4.5977 -3.1311
H 0.2724 3.8441 -3.8851
H 0.5560 -0.2456 -1.6079
H 2.0670 0.6369 -1.3917
H 0.7601 0.8910 -0.2329
H -3.6891 -0.0069 2.7879
H -2.3304 -0.2040 3.8456
H -4.2406 -2.1885 2.9529
H -2.6272 -2.7559 2.5407
H -2.2281 -2.3809 6.2234
C -0.4352 6.4757 -6.4380
O -0.0746 5.1147 -6.3317
C -1.0043 4.2020 -6.9034
C -0.4667 3.5774 -8.1732
N -0.3853 4.5438 -9.2619
C 0.3675 4.0979 -10.4313
C 1.8305 3.6966 -10.2649
O 2.7135 4.7644 -9.9807
C 2.7608 5.1718 -8.6259
H 0.2121 7.0372 -5.7655
H -0.2964 6.8659 -7.4530
H -1.4731 6.6368 -6.1327
H -1.9699 4.6858 -7.0764
H -1.1581 3.4048 -6.1711
H -1.1331 2.7627 -8.4719
H 0.5078 3.1358 -7.9288
H 0.0301 5.3976 -8.9163
H 0.3351 4.9111 -11.1608
H -0.1677 3.2526 -10.8767
H 2.1610 3.2973 -11.2272
H 1.9630 2.8898 -9.5339
H 2.6421 4.3276 -7.9426
H 2.0054 5.9306 -8.4051
H 3.7387 5.6220 -8.4542
C 8.4206 2.9154 -0.7245
O 7.9006 1.6872 -1.1873
C 8.6441 0.5381 -0.8070
C 7.9194 -0.2862 0.2364
N 7.8747 0.3902 1.5253
C 6.9734 -0.2098 2.5093
C 5.4893 -0.3348 2.1791
O 4.7848 0.8875 2.1385
C 4.9073 1.6267 0.9402
H 7.9054 3.7096 -1.2625
H 8.2509 3.0617 0.3478
H 9.4927 2.9958 -0.9295
H 9.6444 0.8171 -0.4611
H 8.7599 -0.0748 -1.7054
H 8.4463 -1.2382 0.3562
H 6.9203 -0.5079 -0.1599
H 7.6026 1.3532 1.3854
H 7.0534 0.3883 3.4202
H 7.3546 -1.2076 2.7520
H 5.0298 -0.9026 2.9923
H 5.3068 -0.9103 1.2632
H 4.9812 0.9758 0.0652
H 5.7645 2.3070 0.9698
H 4.0103 2.2382 0.8425
C -3.8649 -6.3694 4.1849
O -4.2090 -7.6942 3.7906
C -3.2477 -8.6816 4.1109
C -3.7258 -9.5803 5.2337
N -3.7683 -8.8743 6.5070
C -4.4764 -9.5693 7.5774
C -5.9464 -9.9312 7.3823
O -6.8350 -8.8328 7.3764
C -6.9263 -8.1261 6.1507
H -4.5512 -5.6863 3.6948
H -3.9552 -6.2235 5.2644
H -2.8486 -6.1164 3.8741
H -2.2821 -8.2282 4.3547
H -3.1105 -9.2988 3.2172
H -3.0419 -10.4310 5.3252
H -4.7066 -9.9734 4.9348
H -4.1932 -7.9672 6.3703
H -4.4145 -8.9359 8.4659
H -3.9270 -10.4895 7.8060
H -6.2419 -10.5364 8.2439
H -6.1083 -10.5565 6.4953
H -6.8316 -8.7932 5.2904
H -6.1788 -7.3329 6.0829
H -7.9085 -7.6548 6.1188